Record 1
The following is a quantum chemistry calculation of C4H4O3Tl as an isolated structure at a distorted geometry, from the Open Molecules 2025 dataset.

Output
charge	+1
energy	-15035.6836	eV
maximum force	0.0260	Eh/bohr

Last column: Löwdin charge in e.
Positions of all 12 atoms, in Å:
O -0.88 -0.09 -0.91  -0.20
Tl -3.21 0.40 -1.64  1.21
O -5.00 0.73 0.17  -0.17
C 0.28 0.07 -1.25  -0.20
C 1.44 -0.07 -0.31  -0.13
H 2.17 -0.75 -0.78  0.14
H 0.51 0.49 -2.25  0.14
H 1.92 0.91 -0.18  0.14
C 0.98 -0.68 1.00  -0.10
C 0.56 0.05 2.02  -0.17
O 0.31 0.70 2.96  0.21
H 0.94 -1.76 1.14  0.13

***

Record 2
The following is a quantum chemistry calculation of C4H4O5Sn as an isolated structure at a distorted geometry, from the Open Molecules 2025 dataset.

Output
energy above the lowest of the compared OMol25 structures with the same formula, charge and spin	294.4	kJ/mol
energy	-20278.2692	eV
maximum force	0.1343	Eh/bohr

Last column: Löwdin charge in e.
Positions of all 14 atoms, in Å:
O 1.12 0.10 0.49  -0.22
C 2.15 0.72 -0.25  -0.74
O 3.08 0.07 -0.66  0.14
O 1.85 1.95 -0.39  -0.16
C 0.55 -1.15 0.07  -0.13
H 0.76 -1.30 -1.00  0.15
H 0.99 -1.97 0.65  0.14
C -0.95 -1.04 0.31  -0.30
H -1.13 -0.98 1.40  0.12
H -1.41 -1.98 -0.05  0.13
O -3.17 2.12 -0.51  0.08
O -1.52 0.04 -0.38  -0.36
C -2.26 1.68 0.09  -0.32
Sn -0.05 1.75 0.24  1.46

***

Record 3
The following is a quantum chemistry calculation of C4H4O5Tl as an isolated structure at a distorted geometry, from the Open Molecules 2025 dataset.

Output
charge	+3
energy above the lowest of the compared OMol25 structures with the same formula, charge and spin	0.0	kJ/mol
energy	-19102.4487	eV
maximum force	0.1762	Eh/bohr

Last column: Löwdin charge in e.
Positions of all 14 atoms, in Å:
O -0.23 0.24 -1.95  0.30
C -0.66 -0.50 -1.12  -0.52
O -0.71 0.06 0.27  0.29
H 3.10 0.68 1.71  0.22
Tl -2.19 -2.88 -1.71  1.68
O -1.02 -1.69 -1.06  -0.16
O 1.50 0.47 0.41  0.29
C 2.37 1.32 1.21  0.12
C 1.38 2.00 2.16  0.13
O 0.09 1.60 1.62  0.33
C 0.28 0.73 0.70  -0.35
H 2.86 2.02 0.52  0.23
H 1.42 3.09 2.15  0.23
H 1.43 1.62 3.19  0.24

***

Record 4
The following is a quantum chemistry calculation of C4H4O5Yb as an isolated structure at a distorted geometry, from the Open Molecules 2025 dataset.

Output
charge	-1
energy above the lowest of the compared OMol25 structures with the same formula, charge and spin	0.0	kJ/mol
energy	-45979.4025	eV
2S+1	2
maximum force	0.0469	Eh/bohr
<S²>	0.7520

Last column: Mulliken spin population.
Positions of all 14 atoms, in Å:
O -1.25 -0.75 -0.66  -0.01
C -0.49 0.17 0.17  0.04
C -0.58 -1.98 -0.65  0.00
O -0.74 1.46 -0.18  -0.08
O 0.86 -0.21 -0.17  -0.01
C 0.88 -1.61 -0.28  0.00
H -0.66 -2.45 -1.64  0.00
H -1.01 -2.67 0.10  0.00
H 1.60 -1.90 -1.06  0.00
H 1.19 -2.08 0.67  0.00
O -0.74 -0.05 1.48  -0.09
O 1.64 5.24 0.05  0.00
C 0.70 4.65 0.23  0.01
Yb -1.39 2.20 1.93  1.14